# 1
Formula: C6H18N
Source: OMol25
Level of theory: the ωB97M-V functional and the def2-TZVPD basis

Structure (XYZ):
```
25
Properties=species:S:1:pos:R:3:forces:R:3
C -0.1158 -3.0827 0.5788 -0.201 -0.526 1.891
N 1.0394 -3.0353 -0.3241 0.402 0.586 -0.190
C 1.2891 -1.6908 -0.9042 -0.315 0.895 -0.788
H -0.2249 -4.0878 1.0390 -0.114 0.500 -0.817
H 0.0331 -2.4233 1.4293 0.384 0.245 -0.103
H -0.9895 -2.7036 0.0887 -0.466 -0.264 -0.504
H 0.8942 -3.6798 -1.0798 -0.064 -0.593 -0.522
H 1.8917 -3.3220 0.1492 0.072 -0.235 0.191
H 0.3554 -1.2521 -1.2991 0.427 -0.636 -0.184
H 2.1062 -1.7051 -1.6393 -0.502 -0.269 0.135
H 1.5576 -1.0117 -0.1302 0.390 0.262 0.813
C -1.0679 3.5434 -0.9998 1.610 -1.014 -0.321
C -0.2016 0.5535 1.3531 1.461 -0.308 0.168
C 0.1478 1.7363 0.4426 1.117 1.410 1.423
C -1.1301 2.1788 -0.2738 1.052 0.728 0.164
H -0.7062 4.3624 -0.3704 -0.063 -0.296 0.176
H -2.0517 3.8081 -1.3319 -0.361 0.184 -0.602
H -0.3083 3.4498 -1.8452 -1.234 0.297 0.777
H 0.7122 -0.0943 1.5677 -1.234 0.518 -0.372
H -1.0176 0.0490 0.8492 -0.012 -0.834 0.104
H -0.5571 0.8400 2.3398 -0.142 0.283 -0.050
H 0.9332 1.4678 -0.2724 -0.090 -0.050 -0.074
H 0.6418 2.5679 1.0961 -1.033 -1.182 -1.219
H -1.3522 1.3634 -0.9615 -0.355 0.097 -0.278
H -1.8786 2.1681 0.4982 -0.728 0.201 0.181
```
Positions in Å, forces in eV/Å.

- E (hartree) = -293.880195
- total charge = +1
- E_HOMO (eV) = -14.08
- F_max (eV Å⁻¹) = 2.294
- spin multiplicity = 1
- relative energy (zero: lowest compared OMol25 entry of this formula, charge and spin) (kJ/mol) = 72.3

***

# 2
Formula: C3H12N3
Source: OMol25
Level of theory: the ωB97M-V functional and the def2-TZVPD basis

Structure (XYZ):
```
18
Properties=species:S:1:pos:R:3:forces:R:3
C -0.4194 1.9673 -0.9079 0.131 2.308 2.509
C 2.7865 -0.4832 0.4174 -0.361 0.338 1.227
C -1.1927 -1.0658 0.6958 2.750 -2.096 1.457
N -2.1772 -1.6676 0.1045 -1.847 -2.157 1.134
N -0.5786 -0.0436 0.2770 -0.195 2.321 -1.551
N -0.9763 0.6840 -0.8505 2.239 -2.250 0.959
H 0.6535 2.0238 -1.0930 -0.092 -0.430 -0.127
H -0.9504 2.3829 -1.6890 -0.597 1.431 -1.896
H -0.6568 2.6446 0.0048 0.385 -1.140 -1.143
H 2.9205 -1.3984 1.0037 -0.180 -0.107 -0.347
H 3.8181 -0.1247 0.2401 -0.811 0.285 0.076
H 2.1874 0.1973 1.1510 1.181 -0.699 -1.512
H 2.2794 -0.6980 -0.5423 0.180 0.219 0.600
H -0.5948 -1.6398 1.4064 -0.590 0.159 0.295
H -2.6718 -2.4397 0.5856 0.943 0.583 -0.256
H -2.8322 -1.1702 -0.4036 -1.259 1.226 -1.614
H 0.3310 0.2561 0.5850 0.272 -0.341 0.597
H -1.9262 0.5748 -0.9849 -2.150 0.350 -0.410
```
Positions in Å, forces in eV/Å.

- E (hartree) = -285.459649
- total charge = +1
- E_HOMO (eV) = -13.77
- F_max (eV Å⁻¹) = 3.752
- spin multiplicity = 1
- relative energy (zero: lowest compared OMol25 entry of this formula, charge and spin) (kJ/mol) = 277.7

***

# 3
Formula: C6H24NO6
Source: OMol25
Level of theory: the ωB97M-V functional and the def2-TZVPD basis

Structure (XYZ):
```
37
Properties=species:S:1:pos:R:3:forces:R:3
C -3.1177 0.7080 -0.8850 -0.042 -0.495 -0.512
C -1.6623 0.2851 -0.9443 0.698 -1.271 1.692
C -1.2311 -0.4760 0.3211 1.209 -0.858 0.480
C -1.9947 -1.7959 0.5966 -0.861 1.981 1.651
C -1.5100 -2.4625 1.9179 0.359 0.951 -1.431
N -0.6814 1.3429 -1.2312 -0.459 -0.823 0.012
C 0.1419 0.9735 -2.4364 -0.494 0.585 -0.208
O 0.5475 -0.3312 -2.5007 0.037 -0.375 0.775
H -3.7058 -0.2048 -0.7789 -0.154 0.061 -0.022
H -3.3818 1.1272 -1.8537 -0.261 0.331 -0.023
H -3.4275 1.3616 -0.0698 0.370 0.262 0.030
H -1.5713 -0.5863 -1.6022 -0.106 0.744 -1.054
H -0.1749 -0.7727 0.2775 0.061 0.253 -0.784
H -1.1567 0.1437 1.2237 -0.810 0.152 0.044
H -2.0732 -2.4782 -0.2376 0.220 -0.067 -0.333
H -2.9930 -1.4009 0.8262 -0.337 -0.657 -0.302
H -0.7961 -1.7860 2.3722 0.300 0.035 0.207
H -2.3415 -2.5175 2.6068 -0.031 -0.862 0.189
H -0.9601 -3.3577 1.6422 -0.306 -0.446 0.661
H -1.2175 2.1884 -1.4024 0.319 0.067 -0.356
H 0.9818 1.6726 -2.4241 0.029 0.164 -0.138
H -0.4950 1.1528 -3.3170 0.199 0.100 -0.203
H 2.1350 2.1844 -0.0543 0.367 0.293 -0.422
H 0.7054 2.5947 0.0554 0.448 0.003 0.272
O 1.5993 2.8675 0.3537 -1.038 0.038 0.224
H 2.3743 -0.2418 0.7417 0.320 -0.345 0.848
H 2.7404 0.9782 1.6022 -0.025 0.377 0.412
O 2.6312 0.0327 1.7076 -0.362 -0.211 -1.097
H 2.0126 -0.7327 3.1691 0.677 0.018 -0.163
H 1.2992 -0.4560 4.4383 0.004 -0.095 0.333
O 2.0148 -1.0084 4.1094 -0.588 0.095 0.033
H 2.8696 0.8369 -1.0610 0.620 -0.462 -0.708
H 3.2491 1.4338 -2.4418 -0.011 0.103 1.163
O 3.3129 1.6210 -1.4781 -0.003 -0.152 -0.829
H 2.4389 -1.6303 -0.8484 0.244 0.436 0.214
H 1.2195 -0.5702 -1.6684 -0.202 0.645 -0.618
O 2.2180 -0.6961 -0.7265 -0.387 -0.576 -0.034
```
Positions in Å, forces in eV/Å.

- E (hartree) = -749.237911
- total charge = -1
- E_HOMO (eV) = -5.38
- F_max (eV Å⁻¹) = 2.719
- spin multiplicity = 1
- relative energy (zero: lowest compared OMol25 entry of this formula, charge and spin) (kJ/mol) = 70.2

***

# 4
Formula: C14H16F3N3O3S
Source: OMol25
Level of theory: the ωB97M-V functional and the def2-TZVPD basis

Structure (XYZ):
```
40
Properties=species:S:1:pos:R:3:forces:R:3
O -2.1135 -2.1405 0.0947 4.515 1.619 -0.818
C -1.1402 -1.3105 0.0226 -6.922 1.612 2.349
C -1.6177 0.3037 0.2269 6.837 -1.610 -5.402
N -2.8649 0.8004 0.1002 -2.680 -0.861 -0.740
C -3.6069 0.4611 -1.0368 1.523 -1.921 -7.951
C -4.9523 1.1361 -1.4240 7.348 -7.111 11.900
S -5.8848 0.0716 -0.0792 -6.198 -5.951 -0.105
O -6.9151 0.7107 0.7964 2.389 0.393 -1.820
O -6.4467 -1.2199 -0.7264 1.858 3.849 0.780
C -4.6414 -0.5908 1.0529 -1.355 -5.702 -0.581
C -3.6853 0.4110 1.1114 3.974 1.902 8.703
N 0.1822 -1.5873 -0.0279 -11.067 -10.298 -0.319
N 1.0794 -0.8275 -0.0152 8.614 4.398 -1.192
C 2.2565 -1.3769 -0.1726 -2.631 14.925 -0.295
C 3.2782 -0.3479 0.0431 0.968 2.054 -0.439
C 3.0509 1.3176 0.0595 -0.779 -8.507 -0.249
C 4.2098 1.9546 0.0434 -5.513 -0.812 0.384
C 5.4217 1.5559 -0.0797 9.083 -3.448 0.176
C 5.6792 0.1823 -0.1606 -1.370 -0.588 2.161
C 7.0972 -0.3844 -0.1742 -3.848 0.261 6.939
F 7.1589 -1.5308 -0.6343 0.210 -4.569 -3.198
F 8.0274 0.3395 -0.5003 3.762 3.611 -2.474
F 7.5014 -0.7174 1.2776 -1.121 0.913 -1.328
C 4.5540 -0.8618 0.1205 0.882 10.450 -1.099
H -0.9836 0.6796 -0.7674 -1.281 -0.225 2.428
H -1.1242 0.7126 1.0687 0.582 0.243 0.886
H -3.5778 -0.6579 -1.6085 -0.232 2.187 2.617
H -2.9649 0.9116 -1.7407 0.831 0.621 -1.940
H -5.3461 0.9166 -2.1632 -6.448 -2.913 -12.824
H -4.9789 1.8000 -0.8138 -0.846 10.138 5.233
H -4.2449 -1.6726 0.7001 -1.192 2.649 0.539
H -5.1149 -0.7053 2.0795 0.120 0.229 -1.582
H -2.9453 0.2902 2.0947 -1.926 -0.039 -1.984
H -4.2463 1.2181 1.4454 -0.993 2.357 0.713
H 0.1729 -2.6880 -0.1269 1.101 2.075 0.183
H 2.4536 -2.2178 0.0595 2.204 -11.512 2.102
H 1.9873 1.5685 -0.0326 0.901 0.576 0.237
H 4.0119 2.8816 -0.0215 -0.686 7.270 -0.075
H 6.3298 2.3029 0.0597 -2.033 -1.614 -0.821
H 4.9435 -1.6888 -0.1509 1.420 -6.647 -1.093
```
Positions in Å, forces in eV/Å.

- E (hartree) = -1630.274119
- total charge = 0
- SMILES = O=C(CN1CCS(=O)(=O)CC1)N/N=C/c1cccc(C(F)(F)F)c1
- E_HOMO (eV) = -8.87
- F_max (eV Å⁻¹) = 15.690
- spin multiplicity = 1
- relative energy (zero: lowest compared OMol25 entry of this formula, charge and spin) (kJ/mol) = 1667.9

***

# 5
Formula: C10H16
Source: OMol25
Level of theory: the ωB97M-V functional and the def2-TZVPD basis

Structure (XYZ):
```
26
Properties=species:S:1:pos:R:3:forces:R:3
C 1.2731 1.3473 1.4541 -1.763 1.561 -0.943
C 1.2682 0.3986 0.3207 0.193 -2.248 -0.925
C 1.2793 -0.9851 0.5828 0.191 1.223 -0.719
C 1.6478 -1.9046 -0.4489 -1.629 0.826 2.000
C 1.4741 -1.5405 -1.7336 -0.814 3.094 -1.316
C 1.2435 -0.1665 -2.0374 2.034 0.316 -0.748
C 1.3942 0.7684 -1.0283 -0.416 1.451 0.231
H 0.8521 0.9686 2.3323 -0.630 -1.401 1.375
H 0.5312 2.2145 1.3045 1.921 -0.536 -0.193
H 2.3011 1.5016 1.7116 0.506 1.218 0.040
H 0.8909 -1.2092 1.5789 0.938 -0.800 -0.108
H 1.9151 -2.8641 -0.1498 0.128 -1.759 0.260
H 1.4112 -2.0267 -2.6645 0.642 -1.948 -0.349
H 1.3876 0.1179 -3.1363 -0.728 -0.203 1.721
H 1.5297 1.8565 -1.2059 -0.298 -0.807 -0.299
C -1.9734 0.1010 -0.3943 -0.877 4.752 -2.108
C -3.1374 0.6611 0.4065 0.816 0.398 2.651
C -2.8287 0.5514 1.9948 -0.480 2.027 -0.912
H -1.6070 -0.8366 -0.3809 0.857 -3.469 1.489
H -2.2921 0.1182 -1.4375 0.041 0.450 -0.440
H -1.1063 0.8085 -0.3549 -0.785 -0.706 0.098
H -4.1028 0.2219 0.1790 -0.003 -0.293 -0.063
H -3.2777 1.8003 0.3055 0.419 -1.859 -0.663
H -2.8371 1.6291 2.2364 -0.046 -0.478 0.702
H -1.8619 0.2265 2.3701 0.260 -0.478 -0.738
H -3.5777 0.0867 2.6119 -0.477 -0.330 -0.041
```
Positions in Å, forces in eV/Å.

- E (hartree) = -390.541024
- total charge = 0
- SMILES = Cc1ccccc1.CCC
- E_HOMO (eV) = -8.87
- F_max (eV Å⁻¹) = 5.272
- spin multiplicity = 1
- relative energy (zero: lowest compared OMol25 entry of this formula, charge and spin) (kJ/mol) = 249.0

***

# 6
Formula: C6H12BrOP
Source: OMol25
Level of theory: the ωB97M-V functional and the def2-TZVPD basis

Structure (XYZ):
```
21
Properties=species:S:1:pos:R:3:forces:R:3
C 0.1438 1.9636 -0.6307 1.700 5.559 0.293
C 1.7657 1.9326 -0.4951 -2.865 -0.793 0.854
C 0.6643 0.1009 0.5016 0.568 -3.671 1.083
C 1.8391 0.3953 -0.4139 -0.585 -0.136 1.927
C -0.6421 -2.6724 0.4407 3.347 1.803 0.667
C -2.3248 -0.1622 0.5821 3.551 0.798 1.974
O -0.9888 -0.7815 -1.5958 0.683 -0.284 -1.753
P -0.7810 -0.8886 -0.1522 -0.528 0.021 2.032
Br 3.5559 -0.2614 0.2903 -0.053 0.058 0.167
H -0.3022 2.7686 0.0847 0.334 -1.766 -1.470
H -0.3549 1.6991 -1.5613 0.209 -0.060 0.277
H 2.2656 2.1948 -1.3788 0.585 0.847 -1.286
H 2.2015 2.5039 0.3962 -0.925 -1.077 -1.158
H 0.6641 0.4459 1.5684 0.161 -0.262 -1.219
H 1.7898 -0.1122 -1.3753 -0.427 0.335 0.015
H -1.4541 -3.1708 0.0678 -2.240 -1.277 -0.739
H 0.2713 -3.1419 0.0145 -0.507 0.538 -0.243
H -0.4581 -2.8376 1.5107 -0.630 0.431 -0.095
H -2.0670 0.2437 1.6003 -0.633 -0.224 -0.901
H -2.6666 0.5782 -0.0775 0.082 1.468 -0.855
H -3.1216 -0.7979 0.6234 -1.829 -2.308 0.431
```
Positions in Å, forces in eV/Å.

- E (hartree) = -3226.256215
- expectation value of S² = 2.0084
- total charge = 0
- E_HOMO (spin up / spin down) (eV) = -6.90 / -9.95
- F_max (eV Å⁻¹) = 5.820
- spin multiplicity = 3

***

# 7
Formula: CH6O2
Source: OMol25
Level of theory: the ωB97M-V functional and the def2-TZVPD basis

Structure (XYZ):
```
9
Properties=species:S:1:pos:R:3:forces:R:3
C 0.4371 0.0628 -1.1473 0.068 0.069 1.727
O 1.0235 -0.1550 0.1890 0.557 0.167 -1.445
H 1.1611 -0.0349 -1.9561 -0.006 -0.381 0.107
H 0.0733 1.0854 -1.1571 -0.422 -0.031 -0.171
H -0.3474 -0.6812 -1.1485 -0.351 0.172 -0.804
H 1.9623 -0.1597 -0.0131 0.184 -0.064 0.633
O -1.5767 0.0818 1.3866 0.063 -0.238 0.188
H -1.9144 0.2825 2.2606 -0.279 0.173 0.117
H -0.8188 -0.4817 1.5858 0.186 0.132 -0.352
```
Positions in Å, forces in eV/Å.

- E (hartree) = -192.147959
- total charge = 0
- SMILES = CO.O
- E_HOMO (eV) = -10.46
- F_max (eV Å⁻¹) = 1.730
- spin multiplicity = 1
- relative energy (zero: lowest compared OMol25 entry of this formula, charge and spin) (kJ/mol) = 26.9

***

What is the formula in the sixth record?
C6H12BrOP

***

Look up the E of the second one.
-285.459649 hartree

***

Which formula does entry 5 have?
C10H16